Density functional theory data (ωB97M-V/def2-TZVPD) for C30H42N4O4PPd as an isolated structure.

Results
**Net charge**: +1
**HOMO-LUMO gap**: 7.06 eV
**Molar mass**: 660.1 g mol⁻¹
**Calculated total energy**: -2157.33201 Ha
**ΔE to the lowest compared entry with this formula, charge and spin**: 0.0 kJ/mol

Each line ends with the Mulliken charge.
Cartesian coordinates (Å):
Pd 0.48683 0.44013 -1.88168  0.7273
C 4.47130 2.07329 -1.79068  -1.8857
C 3.01202 1.75474 -1.84638  0.4473
N 2.51126 0.56661 -1.86608  -0.0054
O 3.31354 -0.55356 -1.80141  -0.3798
C 2.03930 2.82425 -1.86098  0.6875
C 2.34803 4.28115 -1.82491  -1.3025
N 0.78648 2.42847 -1.87548  0.4179
O -0.13807 3.27572 -1.85447  -0.8358
H 5.13076 1.21752 -1.92083  0.4296
H 4.70721 2.54685 -0.83629  0.3948
H 4.71214 2.78390 -2.58025  0.4863
H 4.20688 -0.27772 -1.55167  0.2916
H 3.41155 4.47051 -1.70698  0.3991
H 1.81186 4.74584 -0.99567  0.1943
H 1.99898 4.77155 -2.73588  0.3170
O -6.14540 -1.42826 -2.21834  -0.4922
C -5.81380 -0.05875 -2.27801  -0.6200
C -4.32191 0.09046 -2.19952  0.2455
C -3.73757 1.34725 -2.15770  -0.8615
C -2.36348 1.45795 -2.09045  -0.9376
N -1.56718 0.38753 -2.06591  0.1009
C -2.11751 -0.83994 -2.11442  -0.0049
C -3.48743 -1.01770 -2.17925  -0.1773
C -1.16157 -1.96670 -2.13064  0.1617
C -1.55996 -3.29127 -2.16750  -0.4623
C -0.60538 -4.29337 -2.26530  0.7450
C -1.01548 -5.74413 -2.34583  -0.9692
O -2.32348 -5.97806 -1.87718  -0.5154
C 0.72863 -3.91631 -2.33331  -0.9798
C 1.05709 -2.57811 -2.26213  -0.8641
N 0.13784 -1.61796 -2.14220  0.0149
H -7.09803 -1.52905 -2.30069  0.3188
H -6.26440 0.50170 -1.45142  0.3293
H -6.15706 0.39709 -3.21379  0.3451
H -4.33814 2.24742 -2.17256  0.4970
H -1.84902 2.41141 -2.04763  0.7348
H -3.92294 -2.00312 -2.22187  0.6514
H -2.60370 -3.56373 -2.12834  0.7883
H -0.27573 -6.36409 -1.83167  0.4325
H -1.00624 -6.04196 -3.39686  0.2821
H -2.31262 -6.05582 -0.91795  0.3086
H 1.51644 -4.65221 -2.42724  0.5013
H 2.08528 -2.25170 -2.28947  0.6405
C -1.68124 -1.35220 1.77179  -1.8348
C -1.15538 0.01930 2.20508  1.9660
C -2.06837 1.10121 1.61232  -1.8805
C -1.21839 0.14381 3.72779  -1.7202
P 0.52559 0.29838 1.39669  1.6335
C 1.01538 1.89952 2.15235  0.7005
C 0.71069 3.04865 1.42109  -1.0208
C 0.99454 4.31402 1.91802  -0.9087
C 1.60616 4.45427 3.15347  -0.7593
C 1.91414 3.32271 3.89624  -0.8158
C 1.61331 2.06172 3.40449  -0.3927
C 1.76806 -0.97653 2.02053  1.8831
C 1.60266 -1.55520 3.42781  -1.9034
C 3.16030 -0.34417 1.88157  -1.6697
C 1.70582 -2.13977 1.01751  -1.6912
H -2.72214 -1.46169 2.08881  0.5595
H -1.11414 -2.16871 2.21991  0.2509
H -1.64815 -1.46630 0.68457  0.2347
H -3.10509 0.88399 1.88439  0.5902
H -2.00143 1.13802 0.52472  0.2611
H -1.81964 2.08947 2.00053  0.3572
H -2.26694 0.12485 4.03958  0.5252
H -0.79487 1.08868 4.06888  0.3320
H -0.71228 -0.67072 4.24118  0.2895
H 0.21639 2.96117 0.46162  0.6517
H 0.72967 5.18965 1.33837  0.5431
H 1.83457 5.43830 3.54154  0.3974
H 2.38040 3.42205 4.86804  0.4755
H 1.84603 1.20220 4.01461  0.2268
H 1.56808 -0.80034 4.20901  0.2240
H 2.45482 -2.20806 3.63910  0.5172
H 0.70296 -2.16525 3.50816  0.4017
H 3.38443 0.35553 2.68495  0.4035
H 3.25557 0.19168 0.93295  0.1391
H 3.91495 -1.13562 1.90046  0.5177
H 0.70150 -2.55050 0.90690  0.2249
H 2.36496 -2.94621 1.35222  0.6248
H 2.04977 -1.80571 0.03958  0.0692

=====

Density functional theory data (ωB97M-V/def2-TZVPD) for C30H42N4O9Si2 as an isolated structure in a non-equilibrium geometry.

Results
**HOMO-LUMO gap**: 9.04 eV
**Molar mass**: 658.9 g mol⁻¹
**Calculated total energy**: -2643.47241 Ha

Each line ends with the Mulliken charge.
Cartesian coordinates (Å):
C 6.70417 3.13705 1.73655  -0.6908
O 7.05084 3.66783 0.46955  -0.3843
C 5.95016 4.12303 -0.27974  -0.9537
C 5.17511 2.97744 -0.95387  0.3869
C 5.77621 2.64903 -2.32046  -0.9803
C 5.44360 1.25850 -2.81977  -1.0945
C 3.92890 1.05653 -3.05856  -0.5801
Si 3.11133 -0.01612 -1.76829  0.0922
N 2.72952 -1.63212 -2.37146  -0.1680
C 2.86307 -1.85862 -3.55010  0.7744
O 2.99076 -2.07372 -4.66978  -0.4668
O 1.76661 0.71685 -1.16256  -0.3722
Si 0.22022 0.13200 -1.41350  0.0646
C -0.09255 -1.49657 -0.53626  -1.0684
C 0.88190 -1.82918 0.61416  -0.7102
C 1.46145 -3.23022 0.47815  -0.7104
O 2.74224 -3.32647 1.10025  -0.5873
C -0.20878 -0.07007 -3.23103  -0.8595
C 0.37704 0.95731 -4.19877  0.2962
C -0.32213 0.89578 -5.54940  -1.0884
O -1.69128 1.24921 -5.45446  -0.5187
C -0.95514 1.40876 -0.67815  0.7596
C -1.45741 1.26550 0.62005  -0.5988
C -2.33000 2.22005 1.13441  -0.2009
N -2.76639 3.29427 0.47027  -0.5701
C -2.29908 3.41981 -0.77766  -0.5394
C -1.40780 2.53465 -1.37538  -0.2028
H 7.54590 3.29089 2.39785  0.2485
H 5.81674 3.62439 2.13621  0.3465
H 6.49109 2.07138 1.66209  0.2291
H 5.28516 4.72870 0.33704  0.4318
H 6.36031 4.75214 -1.06430  0.4226
H 4.14768 3.31623 -1.06930  0.2554
H 5.22053 2.10219 -0.31450  -0.0091
H 5.47239 3.40407 -3.04236  0.2785
H 6.86013 2.72068 -2.23176  0.5003
H 5.84803 0.51170 -2.14012  0.4333
H 5.95502 1.11067 -3.76802  0.3367
H 3.42894 2.02170 -2.98791  0.3751
H 3.75191 0.71939 -4.07667  0.6836
H 4.05287 -0.19321 -0.64872  -0.3217
H -1.10557 -1.44976 -0.14489  0.7345
H -0.10408 -2.27893 -1.29069  0.6175
H 0.31857 -1.81399 1.54303  0.6471
H 1.69059 -1.11229 0.71656  0.3768
H 0.77497 -3.94137 0.93601  0.1070
H 1.53974 -3.49640 -0.57374  0.4745
H 3.34322 -3.72105 0.46736  0.3353
H 0.06151 -1.07025 -3.56551  0.5110
H -1.29603 -0.01399 -3.27648  0.6717
H 1.42805 0.74384 -4.39172  -0.2454
H 0.31629 1.97247 -3.81487  0.3025
H 0.20052 1.52859 -6.26644  0.4721
H -0.24636 -0.12621 -5.91358  0.3234
H -1.78500 2.15790 -5.74421  0.3191
H -1.18049 0.42399 1.23590  0.2899
H -2.68592 2.10255 2.14998  0.3487
H -2.64976 4.27301 -1.34320  0.3699
H -1.08694 2.72767 -2.38573  0.1049
C -7.27358 3.99010 4.33434  -0.4216
C -7.46019 3.57724 5.64736  -0.3927
C -6.44001 2.92993 6.32483  -0.4189
C -5.24412 2.70969 5.66851  0.1027
C -5.03988 3.10909 4.36245  -0.2576
C -6.06568 3.75394 3.69184  -0.4210
N -4.14937 2.03462 6.38610  1.0154
O -4.36085 1.67669 7.52616  -0.6076
O -3.10217 1.87675 5.79380  -0.6070
H -8.07212 4.49827 3.81053  0.3736
H -8.40169 3.76070 6.14585  0.3685
H -6.57423 2.60388 7.34487  0.4398
H -4.09722 2.92655 3.87034  0.4046
H -5.91815 4.07223 2.66926  0.4261
C -2.38646 -8.67669 0.42320  -0.4439
C -1.36726 -7.75358 0.23126  -0.5006
C -1.56189 -6.42408 0.56710  -0.0055
C -2.78139 -6.04430 1.09423  0.0538
C -3.81021 -6.94535 1.29016  -0.4479
C -3.60609 -8.27223 0.94913  -0.4101
N -2.98933 -4.63495 1.46675  1.0273
O -2.07563 -3.86032 1.26551  -0.5966
O -4.05824 -4.33201 1.95086  -0.6039
H -2.22931 -9.71485 0.16316  0.3770
H -0.41820 -8.06928 -0.17867  0.3856
H -0.77643 -5.69796 0.42164  0.3325
H -4.75339 -6.61992 1.70171  0.4551
H -4.39951 -8.99134 1.09627  0.3739